{"formula": "C4H5CuO5", "method": "ωB97M-V/def2-TZVPD", "charge": 1, "fmax_ha_per_bohr": 0.03972, "lumo_ev": [-5.6, -7.1], "homo_lumo_gap_ha": [0.3649, 0.3061], "s2": 0.7551, "multiplicity": 2, "symbols": ["O", "O", "C", "O", "C", "C", "H", "H", "H", "H", "O", "C", "O", "Cu", "H"], "coordinates": [[-1.398, -2.437, 0.030], [-2.366, -0.805, 0.991], [-1.548, -1.161, 0.144], [-0.722, -0.358, -0.431], [0.496, -0.878, -1.055], [1.264, 0.282, -1.625], [0.199, -1.580, -1.843], [0.628, 0.919, -2.253], [2.067, -0.115, -2.259], [1.735, 0.872, -0.827], [1.589, 1.907, 2.322], [0.450, 1.973, 2.163], [-0.713, 2.002, 2.269], [-2.752, 0.810, 2.651], [1.070, -1.431, -0.278]]}